1.
{"formula": "C7H18N3P", "method": "the ωB97M-V functional and the def2-TZVPD basis", "smiles": "C=N[C@@H](CC)CCN(C)PN", "homo_energy_ev": -7.77, "homo_lumo_gap_ev": 8.68, "multiplicity": 1, "species": ["C", "N", "C", "C", "C", "C", "C", "N", "C", "P", "N", "H", "H", "H", "H", "H", "H", "H", "H", "H", "H", "H", "H", "H", "H", "H", "H", "H", "H"], "xyz": [[0.550030, 2.800704, 0.827513], [-0.148554, 1.952327, 0.219822], [-0.856323, 1.032223, 1.031846], [-2.450469, 1.253341, 0.977541], [-3.026433, 1.338843, -0.455623], [-0.478886, -0.218626, 0.296518], [1.002025, -0.685221, 0.573815], [1.408201, -1.685658, -0.413321], [1.060295, -3.001750, 0.025804], [1.411667, -1.181848, -2.053021], [2.875709, -0.281264, -2.070842], [1.017568, 3.520788, 0.073717], [0.852423, 2.781785, 1.842863], [-0.632315, 1.048678, 2.178460], [-2.913752, 0.424905, 1.425218], [-2.626122, 2.162540, 1.524990], [-3.071111, 0.379253, -1.010678], [-2.495643, 1.829666, -1.162200], [-4.054831, 1.636454, -0.391084], [-0.542362, -0.035650, -0.764575], [-1.125958, -1.106895, 0.441559], [1.853427, -0.011569, 0.569829], [1.060000, -1.205683, 1.574178], [0.781889, -3.013510, 1.115259], [0.228684, -3.410079, -0.544955], [1.829609, -3.769735, -0.275995], [2.099170, -2.473691, -2.455770], [2.787714, 0.634696, -1.510481], [3.604348, -0.715025, -1.590387]], "atomic_forces_ev_per_a": [[1.495, 1.315, -3.567], [-0.917, 1.900, 1.172], [-2.153, -1.294, 0.973], [2.425, 0.697, -2.173], [-1.144, -2.739, 1.584], [1.216, -1.999, 0.864], [-0.492, -1.109, 0.272], [-0.107, -0.003, 1.404], [-0.015, -1.859, -0.868], [1.522, -1.596, -0.218], [-1.309, 3.190, 0.438], [-0.171, -0.498, 1.625], [-0.110, 0.143, 1.219], [0.205, -0.093, -1.832], [-0.504, -1.030, 1.097], [-0.396, 0.375, 0.245], [-0.034, -0.251, 0.968], [1.723, 2.669, -1.640], [-0.486, 0.564, -0.176], [-0.143, 0.346, -0.289], [0.226, 0.380, 0.422], [-0.647, 1.223, 0.161], [-0.127, 0.794, -0.860], [0.579, -0.255, -1.176], [-0.823, -0.007, 0.178], [-0.112, 0.768, 0.895], [-0.930, 1.276, 0.124], [-0.244, -1.565, -1.579], [1.474, -1.338, 0.737]], "lowdin_charge": [-0.036, -0.012, -0.392, -0.158, -0.098, -0.196, -0.249, -0.496, -0.187, 0.811, -0.272, 0.094, 0.063, 0.164, 0.082, 0.094, 0.081, 0.024, 0.063, 0.049, 0.128, 0.087, 0.115, 0.092, 0.056, 0.080, -0.022, 0.052, -0.018]}

2.
{"formula": "C5H11O2", "method": "the ωB97M-V functional and the def2-TZVPD basis", "s2": 0.75, "homo_energy_ev": [-10.18, -10.00], "homo_lumo_gap_ev": [11.01, 8.65], "multiplicity": 2, "species": ["C", "O", "C", "C", "C", "C", "O", "H", "H", "H", "H", "H", "H", "H", "H", "H", "H", "H"], "xyz": [[0.311740, -1.649965, -1.076588], [0.542690, -2.044694, -2.384883], [1.225334, -0.447501, -0.571785], [0.813314, -0.082429, 0.974322], [-0.735464, 0.088497, 1.120196], [-1.321763, 1.435033, 0.560549], [-0.641510, 2.501495, 1.015596], [-0.754326, -1.286177, -1.056415], [0.402032, -2.501326, -0.345118], [2.187963, -0.705951, -0.581400], [1.115329, 0.358681, -1.296390], [1.287712, 0.829954, 1.341923], [1.325394, -0.946983, 1.541366], [-1.364874, -0.831972, 0.681068], [-1.085471, 0.077126, 2.256809], [-1.578187, 1.495363, -0.515004], [-2.292450, 1.458718, 1.053849], [-0.211534, 2.336350, 1.833427]], "atomic_forces_ev_per_a": [[0.768, 0.364, 0.352], [-0.156, 0.395, 1.017], [-4.988, 0.855, 1.030], [0.169, -1.627, -1.552], [-1.398, -1.728, 0.966], [-1.769, -2.844, 0.640], [1.309, 2.808, -1.070], [0.722, -0.399, -0.241], [-0.276, 0.470, -0.622], [3.858, -1.282, -0.019], [-0.236, 0.285, 0.248], [0.196, -0.058, -0.378], [-1.413, 1.242, -0.367], [1.481, 2.051, 0.932], [1.065, 0.037, -2.105], [0.939, -0.043, 0.333], [-0.671, -0.167, -0.226], [0.400, -0.360, 1.062]], "lowdin_spin": [0.084, 0.825, 0.019, 0.002, 0.006, 0.000, 0.000, 0.052, 0.006, 0.000, 0.000, 0.001, 0.000, 0.003, 0.001, 0.000, 0.000, 0.000]}

3.
{"formula": "C6H9N", "method": "the ωB97M-V functional and the def2-TZVPD basis", "homo_energy_ev": -7.74, "homo_lumo_gap_ev": 8.49, "multiplicity": 1, "species": ["C", "C", "C", "C", "C", "C", "N", "H", "H", "H", "H", "H", "H", "H", "H", "H"], "xyz": [[1.718860, -0.323021, 0.673736], [0.374305, 0.030762, 0.050214], [0.193406, 0.811175, -1.205116], [-0.299051, 1.216105, 0.881850], [-0.994590, 0.239809, -1.742919], [-1.328701, -0.931967, -1.084888], [-0.509756, -1.138311, -0.047284], [2.371808, 0.550567, 0.624305], [2.222652, -1.158981, 0.177559], [1.588934, -0.587903, 1.733706], [0.498103, 1.757745, 1.390633], [-0.992273, 0.762912, 1.587972], [-0.846361, 1.961626, 0.294685], [-1.570492, 0.656231, -2.560739], [-2.123411, -1.641209, -1.307449], [-0.527807, -1.940732, 0.564178]], "atomic_forces_ev_per_a": [[0.024, 0.069, -0.075], [0.087, 0.240, 0.108], [-0.155, -0.317, -0.228], [-0.057, -0.027, 0.381], [0.103, 0.024, -0.255], [0.116, 0.004, 0.122], [-0.238, 0.208, -0.028], [-0.059, -0.105, -0.024], [-0.180, 0.148, -0.066], [-0.010, 0.047, -0.211], [-0.120, -0.110, 0.063], [0.063, 0.037, 0.195], [0.168, -0.337, 0.076], [0.178, -0.218, -0.062], [0.129, 0.124, 0.051], [-0.048, 0.213, -0.048]], "lowdin_charge": [-0.043, -0.568, 0.016, -0.037, -0.156, -0.096, 0.056, 0.082, 0.080, 0.082, 0.080, 0.087, 0.073, 0.076, 0.121, 0.147]}